(1)
The following is a DFT calculation (ωB97M-V/def2-TZVPD) of a cluster of 10 separate species, C12H34N10O19 in total.

Last columns: bonded neighbours and bond lengths (Å).
CARTESIAN COORDINATES (ANGSTROEM)
1 C -1.35790 4.41737 -0.69292  N2 1.428, H5 1.108, H6 1.080, H7 1.118
2 N -1.15661 4.58798 -2.09588  C1 1.428, O3 1.234, O4 1.210
3 O -1.64600 3.77740 -2.88660  N2 1.234
4 O -0.61710 5.57420 -2.54364  N2 1.210
5 H -0.79116 5.16761 -0.10632  C1 1.108
6 H -1.14553 3.38958 -0.43958  C1 1.080
7 H -2.43108 4.64739 -0.48058  C1 1.118
8 C 2.66287 -4.49921 -1.70797  N9 1.526, H12 1.036, H13 1.058, H14 1.150
9 N 2.79151 -4.46426 -0.18792  C8 1.526, O10 1.266, O11 1.240
10 O 3.96995 -4.47807 0.27429  N9 1.266
11 O 1.74011 -4.43267 0.46853  N9 1.240
12 H 3.50155 -5.00931 -2.03995  C8 1.036
13 H 2.59060 -3.54052 -2.14889  C8 1.058
14 H 1.70936 -5.07270 -1.99938  C8 1.150
15 C 2.86120 -2.95634 2.87294  N16 1.518, H19 1.097, H20 1.057, H21 1.081
16 N 2.30086 -1.60178 2.47950  C15 1.518, O17 1.194, O18 1.197
17 O 3.06428 -0.72054 2.22038  N16 1.194
18 O 1.11011 -1.49801 2.41725  N16 1.197
19 H 3.49393 -3.37952 2.08337  C15 1.097
20 H 2.05618 -3.61655 3.05762  C15 1.057
21 H 3.51778 -2.84380 3.72376  C15 1.081
22 C -0.00627 -2.36411 -5.44346  N23 1.488, H26 1.148, H27 1.139, H28 1.125
23 N 1.34694 -2.69184 -4.91919  C22 1.488, O24 1.247, O25 1.191
24 O 1.63143 -3.90437 -4.97269  N23 1.247
25 O 2.03646 -1.84414 -4.44534  N23 1.191
26 H -0.05148 -2.75330 -6.52263  C22 1.148
27 H -0.11513 -1.23082 -5.40308  C22 1.139
28 H -0.72379 -3.03212 -4.89103  C22 1.125
29 C -4.22819 -0.30832 3.40175  N30 1.457, H33 1.076, H34 1.155, H35 1.114
30 N -3.35297 -1.05134 2.50501  C29 1.457, O31 1.216, O32 1.199
31 O -2.39009 -0.44286 2.08061  N30 1.216
32 O -3.55457 -2.21733 2.31126  N30 1.199
33 H -3.65122 0.27356 4.09942  C29 1.076
34 H -4.98343 -0.99297 3.94429  C29 1.155
35 H -4.78654 0.46135 2.82167  C29 1.114
36 C -3.70745 0.59024 -1.60729  N37 1.472, H40 1.113, H41 1.106, H42 1.083
37 N -4.13524 1.88703 -1.05654  C36 1.472, O38 1.192, O39 1.233
38 O -4.77274 2.60600 -1.76182  N37 1.192
39 O -3.73609 2.06422 0.09682  N37 1.233
40 H -2.79491 0.83040 -2.19792  C36 1.113
41 H -4.41895 0.23769 -2.37739  C36 1.106
42 H -3.47453 -0.07145 -0.78241  C36 1.083
43 C 3.84501 3.63691 -0.55634  N44 1.491, H47 1.103, H48 1.137, H49 1.073
44 N 2.42477 4.06060 -0.72271  C43 1.491, O45 1.270, O46 1.186
45 O 1.98768 4.95920 0.06098  N44 1.270
46 O 1.76038 3.50218 -1.53159  N44 1.186
47 H 4.52638 4.44012 -0.22822  C43 1.103
48 H 4.27860 3.24016 -1.53006  C43 1.137
49 H 3.74210 2.91126 0.22797  C43 1.073
50 C 0.38883 0.03097 -0.31956  N51 1.460, H54 1.118, H55 1.095, H56 1.100
51 N 0.42925 -0.73266 -1.56361  C50 1.460, O52 1.244, O53 1.213
52 O 1.17980 -1.72398 -1.60464  N51 1.244
53 O -0.19392 -0.27060 -2.49553  N51 1.213
54 H -0.15497 1.00670 -0.26790  C50 1.118
55 H 1.43284 0.19909 -0.03455  C50 1.095
56 H 0.00698 -0.68747 0.42059  C50 1.100
57 C -1.53047 -3.54500 -0.14235  N58 1.472, H61 1.047, H62 1.103, H63 1.057
58 N -1.87965 -3.69537 -1.56493  C57 1.472, O59 1.216, O60 1.212
59 O -2.42333 -2.77870 -2.15126  N58 1.216
60 O -1.60753 -4.71459 -2.16114  N58 1.212
61 H -0.49809 -3.36786 -0.14099  C57 1.047
62 H -1.64370 -4.49146 0.41335  C57 1.103
63 H -2.04633 -2.76456 0.34929  C57 1.057
64 C -0.23379 2.03447 4.07829  N65 1.444, H69 1.107, H70 1.068, H71 1.066
65 N 0.63159 2.46903 3.00753  C64 1.444, C66 1.434, C67 1.351
66 C 0.83485 3.88871 2.97665  N65 1.434, H72 1.133, H73 1.096, H74 1.071
67 C 1.40552 1.62412 2.29080  N65 1.351, O68 1.242, H75 1.098
68 O 2.31144 2.04599 1.55368  C67 1.242
69 H -0.31459 2.83058 4.84374  C64 1.107
70 H 0.09377 1.11255 4.50762  C64 1.068
71 H -1.23260 1.85174 3.75327  C64 1.066
72 H 1.44358 4.32007 3.82953  C66 1.133
73 H 1.48037 4.09056 2.11453  C66 1.096
74 H -0.06205 4.47483 2.98302  C66 1.071
75 H 1.26115 0.54861 2.45653  C67 1.098

HOMO-LUMO gap in eV: 9.14
ΔE to the lowest compared entry with this formula, charge and spin in eV: 0.000
Lowest unoccupied orbital energy in eV: -0.4
E_tot in Ha: -2453.84527
Multiplicity: 1

Löwdin population analysis, charges in e, atoms 1 to 8: C 0.0068; N -0.4545; O 0.0361; O 0.0713; H 0.1035; H 0.0808; H 0.1187; C 0.0601


(2)
The following is a DFT calculation (ωB97M-V/def2-TZVPD) of a cluster of 5 separate species, C12H34O5 in total.

Last columns: bonded neighbours and bond lengths (Å).
CARTESIAN COORDINATES (ANGSTROEM)
1 C -4.03349 -0.30083 -0.09352  C2 1.505, H5 1.097, H6 1.089, H7 1.139
2 C -2.59088 -0.00908 0.22101  C1 1.505, C3 1.531, O4 1.409, H8 1.122
3 C -2.45794 -0.33529 1.71127  C2 1.531, H9 1.092, H10 1.090, H11 1.059
4 O -1.79638 -0.86552 -0.56598  C2 1.409, H12 0.978
5 H -4.65764 0.38048 0.49798  C1 1.097
6 H -4.32070 -1.30715 0.20921  C1 1.089
7 H -4.26869 -0.16447 -1.19920  C1 1.139
8 H -2.35010 1.07147 0.03713  C2 1.122
9 H -3.26540 -0.00640 2.36825  C3 1.092
10 H -1.47755 0.00179 2.04700  C3 1.090
11 H -2.50242 -1.39282 1.73430  C3 1.059
12 H -0.91176 -0.44874 -0.59608  O4 0.978
13 C -0.20068 3.29154 2.14991  C14 1.580, H17 1.119, H18 1.101, H19 1.105
14 C -0.02448 3.76192 0.65174  C13 1.580, C15 1.562, O16 1.400, H20 1.110
15 C 1.50882 3.81591 0.35997  C14 1.562, H21 1.101, H22 1.108, H23 1.134
16 O -0.73881 3.05250 -0.32047  C14 1.400, H24 0.968
17 H -0.08372 2.18503 2.26484  C13 1.119
18 H -1.27645 3.34223 2.37793  C13 1.101
19 H 0.27915 3.99428 2.85480  C13 1.105
20 H -0.42405 4.79699 0.62775  C14 1.110
21 H 1.68710 4.41029 -0.54934  C15 1.101
22 H 1.98023 2.83796 0.13625  C15 1.108
23 H 2.10143 4.23421 1.23144  C15 1.134
24 H -0.37275 2.15785 -0.37667  O16 0.968
25 C 2.14319 -1.67451 3.32996  C26 1.550, H29 1.084, H30 1.115, H31 1.104
26 C 2.45636 -1.66791 1.81242  C25 1.550, C27 1.432, O28 1.441, H32 1.106
27 C 1.28596 -2.15226 1.14445  C26 1.432, H33 1.073, H34 1.095, H35 1.120
28 O 2.77870 -0.36396 1.29074  C26 1.441, H36 1.006
29 H 3.04964 -1.40761 3.86084  C25 1.084
30 H 1.79584 -2.64200 3.76222  C25 1.115
31 H 1.37739 -0.98181 3.71946  C25 1.104
32 H 3.36139 -2.28357 1.65536  C26 1.106
33 H 1.03383 -3.07430 1.63296  C27 1.073
34 H 1.46296 -2.32763 0.07767  C27 1.095
35 H 0.43052 -1.43266 1.21162  C27 1.120
36 H 3.54491 0.03300 1.80871  O28 1.006
37 C 0.19282 -2.82609 -2.71652  C38 1.538, H41 1.071, H42 1.130, H43 1.106
38 C 0.60796 -1.65795 -3.62629  C37 1.538, C39 1.568, O40 1.431, H44 1.088
39 C -0.59330 -0.67030 -3.83015  C38 1.568, H45 1.077, H46 1.078, H47 1.084
40 O 1.70778 -0.95821 -3.03523  C38 1.431, H48 0.941
41 H -0.53580 -3.40632 -3.24603  C37 1.071
42 H -0.25211 -2.52358 -1.72266  C37 1.130
43 H 1.05251 -3.46849 -2.45117  C37 1.106
44 H 0.79531 -1.99227 -4.64415  C38 1.088
45 H -0.18634 0.15120 -4.39596  C39 1.077
46 H -1.07890 -0.43359 -2.89723  C39 1.078
47 H -1.41590 -1.14706 -4.34978  C39 1.084
48 H 2.09679 -0.32671 -3.61413  O40 0.941
49 O 0.68442 0.44202 -0.79467  H50 0.985, H51 0.979
50 H 1.02540 0.04791 -1.63098  O49 0.985
51 H 1.37587 0.24045 -0.13098  O49 0.979

HOMO-LUMO gap in eV: 10.09
ΔE to the lowest compared entry with this formula, charge and spin in eV: 1.216
Lowest unoccupied orbital energy in eV: 0.5
E_tot in Ha: -853.77034
Multiplicity: 1

Löwdin population analysis, charges in e, atoms 1 to 8: C -0.0786; C -0.5089; C -0.0583; O -0.0788; H 0.0788; H 0.0779; H 0.1007; H 0.1393